[1]
Formula: C34H71Ba2NO18
Source: OMol25
Level of theory: ωB97M-V/def2-TZVPD

Summary:
HOMO energy   -12.78 eV
Frontier orbital gap   7.13 eV
Molecular weight   1056.6 u
Charge   +2

Last column: Mulliken charge in e.
Atoms and positions in Å:
1 Ba -0.978 3.615 2.419  1.7715
2 Ba -4.435 1.139 1.044  1.3680
3 C -0.563 -0.413 -0.108  -0.8670
4 C -0.796 0.734 0.894  1.0274
5 O 0.141 1.041 1.644  -0.8800
6 O -1.848 1.440 0.720  -1.2250
7 H 0.086 -1.161 0.350  0.5115
8 H 0.017 -0.049 -0.957  0.3614
9 H -1.532 -0.832 -0.370  0.4879
10 C -3.597 0.858 5.611  -0.8821
11 C -2.827 1.772 4.688  0.2048
12 O -2.162 2.706 5.169  -0.7495
13 O -2.840 1.494 3.440  -0.1602
14 H -4.551 1.342 5.835  0.2633
15 H -3.091 0.747 6.570  0.3888
16 H -3.760 -0.136 5.202  0.0480
17 C 3.140 -2.778 -2.935  -0.1308
18 C 2.987 -3.179 -4.258  -0.5981
19 C 1.716 -3.261 -4.837  -0.7512
20 C 0.613 -3.179 -3.995  -0.4490
21 C 0.753 -2.739 -2.685  0.0674
22 C 2.020 -2.583 -2.154  -0.3298
23 N -0.746 -3.421 -4.500  1.1174
24 O -0.865 -3.637 -5.686  -0.6123
25 O -1.663 -3.386 -3.703  -0.6386
26 H 4.173 -2.708 -2.614  0.4032
27 H 3.861 -3.407 -4.853  0.4583
28 H 1.596 -3.669 -5.832  0.5194
29 H -0.033 -2.551 -1.967  0.6963
30 H 2.140 -2.209 -1.145  0.1951
31 C -2.832 -1.682 2.602  -0.6532
32 O -3.955 -1.290 1.825  -0.1407
33 C -5.206 -1.936 2.065  -0.6064
34 C -6.116 -1.341 3.147  -0.5626
35 O -6.120 0.098 3.153  0.0206
36 C -7.090 0.613 4.055  -1.0089
37 H -3.018 -1.846 3.666  0.5176
38 H -2.003 -1.002 2.446  -0.3718
39 H -2.486 -2.675 2.284  0.4235
40 H -4.909 -2.921 2.439  0.3733
41 H -5.726 -2.118 1.122  0.1735
42 H -5.668 -1.601 4.114  0.3415
43 H -7.117 -1.773 3.150  0.4983
44 H -6.994 1.696 4.153  0.2635
45 H -7.060 0.143 5.035  0.3533
46 H -8.078 0.530 3.585  0.3654
47 C 4.127 -0.906 5.511  -0.5221
48 O 4.144 -2.243 5.045  -0.4089
49 C 3.028 -3.015 5.392  -0.7165
50 C 1.818 -2.657 4.547  -0.1005
51 O 1.169 -1.514 5.086  -0.4239
52 C 0.016 -1.156 4.356  -0.3143
53 H 3.565 -0.247 4.843  0.0912
54 H 5.140 -0.535 5.635  0.2810
55 H 3.600 -0.892 6.472  0.3284
56 H 2.798 -2.915 6.458  0.3683
57 H 3.264 -4.057 5.174  0.3562
58 H 1.079 -3.458 4.400  0.4928
59 H 2.180 -2.493 3.519  0.0064
60 H -0.867 -1.695 4.716  0.3158
61 H 0.184 -1.238 3.279  0.1036
62 H -0.148 -0.105 4.612  0.1077
63 C -1.124 4.539 -1.319  -0.6349
64 O -0.283 4.368 -0.202  -0.1251
65 C 1.098 4.300 -0.572  -0.5182
66 C 2.010 3.576 0.381  -0.3416
67 O 1.843 3.946 1.751  -0.0874
68 C 3.071 4.018 2.457  -0.9543
69 H -2.166 4.591 -1.007  0.0086
70 H -1.009 3.776 -2.097  0.1890
71 H -0.881 5.475 -1.838  0.4332
72 H 1.457 5.328 -0.706  0.4112
73 H 1.227 3.858 -1.566  0.2565
74 H 3.042 3.770 0.069  0.5611
75 H 1.996 2.484 0.270  -0.0489
76 H 3.484 3.024 2.656  0.2932
77 H 2.936 4.418 3.463  0.3216
78 H 3.792 4.642 1.929  0.3643
79 C -0.908 1.589 -5.318  -0.5347
80 O -0.229 0.377 -5.063  -0.1286
81 C 1.082 0.327 -5.604  -0.2653
82 C 1.966 1.516 -5.195  -0.8105
83 O 1.951 1.815 -3.815  -0.2810
84 C 2.632 0.838 -3.029  -0.1644
85 H -1.924 1.429 -4.951  -0.1102
86 H -0.957 1.757 -6.398  0.3847
87 H -0.483 2.430 -4.764  0.2213
88 H 0.968 0.480 -6.689  0.4395
89 H 1.476 -0.655 -5.365  -0.0027
90 H 1.594 2.392 -5.732  0.3814
91 H 3.005 1.432 -5.535  0.4512
92 H 1.975 -0.029 -2.925  -0.0063
93 H 2.718 1.348 -2.069  -0.0795
94 H 3.608 0.511 -3.391  0.4654
95 C 3.729 -0.754 0.858  -0.5043
96 O 4.682 -0.937 -0.191  -0.1765
97 C 5.935 -1.475 0.216  -0.5818
98 C 6.899 -1.362 -0.947  -0.7029
99 O 6.685 -2.387 -1.866  -0.2584
100 C 7.682 -2.428 -2.881  -0.8090
101 H 2.837 -1.345 0.657  0.0485
102 H 3.607 0.330 0.888  0.0990
103 H 4.104 -1.088 1.830  0.4579
104 H 5.826 -2.522 0.516  0.3178
105 H 6.311 -0.886 1.059  0.4917
106 H 7.912 -1.335 -0.523  0.4546
107 H 6.743 -0.359 -1.370  0.2933
108 H 7.357 -3.101 -3.667  0.2426
109 H 8.634 -2.711 -2.426  0.3054
110 H 7.793 -1.427 -3.316  0.3513
111 C -5.274 -1.224 -2.042  -0.9600
112 O -4.082 -0.719 -1.476  0.1171
113 C -3.338 0.138 -2.371  -0.2894
114 C -4.128 1.379 -2.757  -0.8263
115 O -4.469 2.063 -1.566  0.1414
116 C -5.141 3.322 -1.683  -1.0045
117 H -5.618 -2.046 -1.414  0.2191
118 H -5.138 -1.620 -3.051  0.3339
119 H -6.077 -0.476 -2.042  0.3399
120 H -3.204 -0.434 -3.295  0.4327
121 H -2.404 0.363 -1.872  -0.1933
122 H -5.032 1.099 -3.306  0.5069
123 H -3.503 1.969 -3.435  0.5595
124 H -4.437 4.104 -1.404  0.2179
125 H -6.070 3.363 -1.110  0.3674
126 H -5.465 3.476 -2.714  0.3519

---

[2]
Formula: C34H72AlBr2Cl4F4LiN4NaO15P2S
Source: OMol25
Level of theory: ωB97M-V/def2-TZVPD

Summary:
HOMO energy   -8.87 eV
Frontier orbital gap   2.55 eV
Molecular weight   1305.5 u
Charge   +1

Last column: Mulliken charge in e.
Atoms and positions in Å:
1 C 4.350 2.795 0.824  -0.7297
2 C 4.933 1.712 -0.267  -0.0775
3 O 4.144 1.872 -1.497  -0.3834
4 C 2.930 0.988 -1.473  -0.1522
5 C 2.626 0.614 -3.036  -0.9117
6 C 1.511 -0.586 -3.257  -0.6916
7 C 0.027 -0.210 -2.553  -0.7315
8 C -0.257 -0.977 -1.224  -1.3636
9 C -1.548 -1.884 -0.741  2.0959
10 P -0.526 -2.981 0.475  0.0151
11 N 0.274 -2.063 1.611  -0.7267
12 C -2.491 -1.049 0.344  -0.9003
13 C -2.770 -1.460 1.845  -1.5321
14 O -2.584 -0.276 2.766  -0.0167
15 O -2.516 -0.800 3.985  -0.4483
16 C -4.052 -0.770 -0.205  -0.4538
17 N -4.720 0.262 0.734  -0.2348
18 C -5.977 -0.177 1.093  0.0023
19 S -7.616 -0.514 1.451  0.0532
20 C -3.873 -0.334 -1.725  0.2129
21 Br -2.798 1.379 -2.046  0.0713
22 C -5.296 0.308 -2.225  -0.8459
23 C -5.638 1.840 -1.820  -0.4834
24 C -7.311 1.922 -1.748  -0.2982
25 O -7.925 1.839 -3.104  -0.4448
26 C -3.303 -1.638 -2.608  0.6842
27 C -4.351 -2.259 -3.649  -0.9815
28 C -3.906 -2.691 -5.169  -0.1108
29 C -5.263 -2.893 -6.128  -0.7196
30 O -6.242 -3.829 -5.557  -0.5166
31 N -2.342 -2.587 -1.837  0.9594
32 C -3.193 -3.780 -1.471  0.3417
33 Cl -3.147 -5.124 -2.862  -0.0694
34 C -3.098 -4.812 -0.275  -0.6369
35 C -3.944 -4.450 1.125  -0.7155
36 P -1.313 -3.512 -3.049  0.2343
37 C -0.815 -2.611 -4.652  -0.9623
38 O 0.351 -3.780 -2.474  -0.5835
39 H 5.200 3.035 1.593  0.1345
40 H 4.006 3.776 0.249  0.2489
41 H 3.387 2.313 1.297  0.2920
42 H 4.986 0.609 0.115  0.2457
43 H 6.049 2.034 -0.545  0.1254
44 H 3.057 0.064 -0.757  0.1659
45 H 2.048 1.711 -1.123  0.2481
46 H 3.608 0.242 -3.603  0.3389
47 H 2.238 1.530 -3.692  0.2513
48 H 1.886 -1.654 -2.957  0.2916
49 H 1.355 -0.628 -4.441  0.2783
50 H 0.217 0.956 -2.324  0.5919
51 H -0.697 -0.148 -3.447  0.2953
52 H -0.146 -0.140 -0.371  0.3486
53 H 0.792 -1.554 -1.078  0.0901
54 H 0.597 -3.680 -0.057  -0.0361
55 H -1.232 -3.857 1.341  0.1480
56 H 0.041 -1.067 1.501  0.2007
57 H -2.097 0.080 0.424  0.1573
58 H -3.904 -1.789 2.062  0.1613
59 H -2.196 -2.269 2.436  0.9420
60 H -3.295 -1.431 4.125  0.4099
61 H -4.748 -1.702 -0.097  0.5092
62 H -5.126 0.466 -3.403  0.4037
63 H -6.225 -0.390 -2.044  0.1580
64 H -5.273 2.256 -0.808  0.3194
65 H -5.361 2.659 -2.644  0.4206
66 H -7.746 1.087 -1.023  0.1435
67 H -7.581 2.954 -1.222  0.2055
68 H -7.291 2.338 -3.717  0.1824
69 H -2.607 -0.996 -3.338  -0.2654
70 H -5.237 -1.542 -4.009  0.2603
71 H -5.054 -3.157 -3.284  0.1894
72 H -3.310 -3.683 -5.268  0.1816
73 H -3.362 -1.744 -5.646  0.2111
74 H -4.928 -3.212 -7.225  0.3657
75 H -5.729 -1.806 -6.251  0.2968
76 H -6.879 -3.253 -5.033  0.3484
77 H -4.328 -3.436 -1.291  0.2498
78 H -2.037 -5.308 -0.040  -0.2433
79 H -3.720 -5.799 -0.568  0.7526
80 H -4.712 -3.580 0.982  0.0615
81 H -3.253 -4.185 2.029  0.1272
82 H -4.595 -5.376 1.509  0.5451
83 H -1.321 -1.608 -4.912  0.2813
84 H -1.174 -3.359 -5.519  0.4598
85 H 0.333 -2.499 -4.864  0.4337
86 H 0.411 -4.662 -2.004  0.3311
87 C 9.457 3.749 0.279  -1.2756
88 C 8.412 4.707 0.835  -0.4018
89 C 8.376 4.737 2.363  -0.1340
90 C 7.958 3.452 2.936  0.3217
91 N 7.634 2.433 3.389  -0.6540
92 H 9.243 2.713 0.562  0.3440
93 H 9.469 3.798 -0.814  0.3471
94 H 10.457 4.005 0.641  0.3762
95 H 7.426 4.435 0.439  0.1925
96 H 8.636 5.717 0.470  0.3532
97 H 7.673 5.516 2.684  0.2938
98 H 9.360 5.018 2.754  0.2840
99 O -5.035 -8.731 2.738  -0.6289
100 Cl -3.625 -8.471 2.523  1.7222
101 O -3.107 -9.401 1.538  -0.7330
102 O -2.907 -8.640 3.771  -0.6024
103 O -3.451 -7.113 2.045  -0.7570
104 Na 0.275 -5.119 0.443  0.9349
105 C 5.378 4.041 6.215  -0.4948
106 O 6.658 3.492 6.467  -0.5004
107 H 5.119 4.726 7.026  0.2421
108 H 5.395 4.589 5.270  0.2042
109 H 4.639 3.238 6.170  0.2450
110 H 6.861 2.889 5.731  0.2795
111 F -4.920 -7.661 5.633  -0.4644
112 Al -5.425 -9.169 6.479  0.9010
113 F -4.803 -10.599 5.579  -0.4741
114 F -7.223 -9.242 6.554  -0.4824
115 F -4.754 -9.173 8.150  -0.4801
116 O 2.968 -4.399 3.261  -0.4018
117 H 2.536 -4.680 4.108  0.4693
118 H 3.922 -4.168 3.400  0.4660
119 H 2.474 -3.654 2.833  0.4286
120 Cl -6.573 3.003 -5.781  -0.1972
121 C -7.872 4.224 -5.800  -0.4489
122 C -8.023 4.879 -7.163  -0.5063
123 Cl -6.636 5.920 -7.567  -0.1746
124 H -7.657 4.960 -5.020  0.3536
125 H -8.797 3.704 -5.532  0.3536
126 H -8.911 5.518 -7.172  0.3403
127 H -8.132 4.135 -7.959  0.3256
128 Br -2.211 2.869 0.072  -0.7304
129 Li -6.711 2.007 2.186  0.9574
130 C 10.165 5.644 5.864  -0.5567
131 O 10.463 6.841 5.148  -0.2712
132 C 11.594 7.469 5.557  0.7386
133 O 12.337 7.098 6.452  -0.5341
134 O 11.755 8.583 4.798  -0.3077
135 C 12.914 9.349 5.119  -0.6152
136 H 9.242 5.226 5.453  0.0661
137 H 10.964 4.907 5.733  0.3255
138 H 10.004 5.859 6.925  0.3552
139 H 13.823 8.760 4.959  0.2893
140 H 12.863 9.712 6.150  0.2893
141 H 12.943 10.214 4.451  0.2207

---

[3]
Formula: C34H72AsF6N10O2
Source: OMol25
Level of theory: ωB97M-V/def2-TZVPD

Summary:
HOMO energy (alpha / beta)   -21.91 / -21.91 eV
Frontier orbital gap (alpha / beta)   8.37 / 4.25 eV
Molecular weight   841.9 u
Charge   +6
Expectation value of S²   0.765
Multiplicity   2

Last column: Löwdin spin population.
Atoms and positions in Å:
1 As 0.693 -0.139 -2.075  0.0000
2 F 2.130 -1.094 -1.603  0.0001
3 F 0.309 0.297 -0.418  0.0000
4 F -0.804 0.687 -2.671  0.0001
5 F 1.078 -0.605 -3.755  0.0025
6 F -0.176 -1.752 -1.823  0.0001
7 F 1.600 1.375 -2.219  -0.0002
8 C -2.778 6.277 2.065  0.0000
9 C -2.686 4.820 2.411  0.0000
10 N -2.658 3.927 1.220  0.0000
11 C -2.282 2.595 1.248  0.0000
12 C -2.364 2.151 -0.080  0.0000
13 N -2.975 3.137 -0.889  0.0000
14 C -3.044 4.235 -0.117  0.0000
15 C -3.304 3.023 -2.268  0.0000
16 H -3.390 6.715 2.853  0.0000
17 H -3.228 6.579 1.119  0.0000
18 H -1.787 6.708 2.212  0.0000
19 H -3.633 4.664 2.929  0.0000
20 H -1.789 4.535 2.961  0.0000
21 H -2.155 2.037 2.164  0.0000
22 H -2.157 1.169 -0.480  0.0000
23 H -3.277 5.222 -0.490  0.0000
24 H -4.110 3.647 -2.653  0.0000
25 H -3.504 2.003 -2.596  0.0000
26 H -2.488 3.420 -2.871  0.0000
27 C -3.781 -1.498 -2.074  0.0000
28 C -5.328 -1.554 -1.877  0.0000
29 N -5.673 -0.277 -1.378  0.0000
30 C -5.553 0.042 -0.029  0.0000
31 C -5.934 1.384 0.084  0.0000
32 N -6.360 1.779 -1.190  0.0000
33 C -6.141 0.767 -2.106  0.0000
34 C -6.817 3.137 -1.545  0.0000
35 H -3.253 -0.554 -1.934  0.0000
36 H -3.457 -1.804 -3.068  0.0000
37 H -3.252 -2.202 -1.432  0.0000
38 H -5.621 -2.401 -1.258  0.0000
39 H -5.696 -1.541 -2.903  0.0000
40 H -5.212 -0.679 0.699  0.0000
41 H -5.746 1.984 0.962  0.0000
42 H -6.186 0.868 -3.180  0.0000
43 H -7.401 3.651 -0.781  0.0000
44 H -7.540 2.906 -2.328  0.0000
45 H -6.033 3.814 -1.884  0.0000
46 C 5.269 -1.847 -2.336  -0.0003
47 C 5.359 -0.517 -2.964  -0.0040
48 N 4.934 -0.524 -4.399  0.0205
49 C 5.619 -1.202 -5.392  0.3665
50 C 4.888 -1.005 -6.639  0.2813
51 N 3.747 -0.357 -6.323  0.0476
52 C 3.782 -0.124 -4.970  0.2624
53 C 2.592 -0.061 -7.296  -0.0006
54 H 5.830 -1.910 -1.404  -0.0002
55 H 5.896 -2.580 -2.844  0.0010
56 H 4.289 -2.307 -2.207  0.0000
57 H 6.396 -0.180 -2.983  -0.0013
58 H 4.675 0.150 -2.439  -0.0003
59 H 6.571 -1.703 -5.291  0.0110
60 H 4.976 -1.375 -7.650  0.0073
61 H 3.083 0.433 -4.363  0.0067
62 H 2.993 0.228 -8.267  -0.0002
63 H 2.117 0.799 -6.824  -0.0002
64 H 2.080 -1.020 -7.369  0.0001
65 C 4.407 -2.393 1.697  0.0000
66 C 3.218 -1.390 1.684  0.0000
67 N 2.433 -1.417 2.908  0.0000
68 C 1.097 -1.475 3.033  0.0000
69 C 0.793 -1.343 4.453  0.0000
70 N 2.065 -1.138 5.073  0.0000
71 C 3.026 -1.272 4.150  0.0000
72 C 2.253 -0.875 6.449  0.0000
73 H 4.191 -3.213 2.382  0.0000
74 H 5.184 -1.713 2.044  0.0000
75 H 4.694 -2.697 0.691  0.0000
76 H 2.538 -1.706 0.894  0.0000
77 H 3.503 -0.382 1.380  0.0000
78 H 0.432 -1.725 2.220  0.0000
79 H -0.138 -1.233 4.989  0.0000
80 H 4.068 -1.026 4.287  0.0000
81 H 2.935 -1.665 6.763  0.0000
82 H 1.286 -0.969 6.943  0.0000
83 H 2.685 0.125 6.496  0.0000
84 C 1.310 2.914 0.721  0.0000
85 N 2.050 3.947 1.571  0.0000
86 C 3.496 3.969 1.011  0.0000
87 C 1.254 5.341 1.272  0.0000
88 C 1.851 3.476 3.037  0.0000
89 C 2.774 4.286 4.072  0.0000
90 O 2.306 5.626 4.088  0.0000
91 H 1.189 3.246 -0.310  0.0000
92 H 0.356 2.675 1.192  0.0000
93 H 1.787 1.950 0.542  0.0000
94 H 3.925 2.972 0.911  0.0000
95 H 4.025 4.664 1.664  0.0000
96 H 3.330 4.507 0.078  0.0000
97 H 0.398 5.290 1.945  0.0000
98 H 1.100 5.255 0.197  0.0000
99 H 2.008 6.105 1.461  0.0000
100 H 2.121 2.434 2.866  0.0000
101 H 0.804 3.689 3.255  0.0000
102 H 3.860 4.215 4.127  0.0000
103 H 2.494 4.041 5.096  0.0000
104 H 2.410 6.097 4.918  0.0000
105 C -0.574 -5.712 2.012  0.0000
106 N -1.428 -6.493 1.006  0.0000
107 C -1.367 -8.011 1.262  0.0000
108 C -2.891 -6.185 1.295  0.0000
109 C -0.930 -6.242 -0.434  0.0000
110 C -0.948 -4.806 -0.959  0.0000
111 O 0.293 -4.185 -0.576  0.0000
112 H 0.443 -5.714 1.621  0.0000
113 H -0.604 -6.004 3.062  0.0000
114 H -1.023 -4.726 1.898  0.0000
115 H -2.191 -8.629 0.903  0.0000
116 H -1.157 -8.197 2.315  0.0000
117 H -0.529 -8.398 0.682  0.0000
118 H -3.158 -6.153 2.351  0.0000
119 H -3.469 -6.870 0.675  0.0000
120 H -3.092 -5.174 0.941  0.0000
121 H -1.705 -6.820 -0.938  0.0000
122 H -0.047 -6.829 -0.689  0.0000
123 H -1.894 -4.330 -0.701  0.0000
124 H -0.868 -4.776 -2.045  0.0000
125 H 0.292 -3.289 -0.921  0.0000